[1]
DFT (wB97M-V/def2-TZVPD) results for a molecular structure, C6H10O5Pd in a non-equilibrium geometry.

The net charge is +1. The calculation puts the energy at -738.03906 hartree. As for the spin multiplicity: 4. Its HOMO energy (alpha / beta) is -12.75 / -13.29 eV. The HOMO-LUMO gap (alpha / beta) comes out at 9.28 / 7.05 eV.

Last column: Mulliken charge in e.
CARTESIAN COORDINATES (ANGSTROEM)
O 0.62 -1.93 3.05  -0.42
C 0.61 -1.42 1.96  0.37
C 1.80 -0.69 1.37  -0.33
O 1.54 -0.06 0.15  -0.29
C 0.96 1.22 0.25  -0.59
C 0.72 1.80 -1.12  -0.58
O -0.15 0.98 -1.92  -0.60
C 0.51 0.20 -2.93  -0.61
H 2.18 0.02 2.12  0.33
H 2.58 -1.44 1.19  0.34
H 1.62 1.90 0.80  0.44
H 0.00 1.18 0.80  0.54
H 0.25 2.78 -1.03  0.32
H 1.67 1.91 -1.66  0.42
H -0.26 -0.38 -3.45  0.26
H 0.99 0.87 -3.65  0.32
H 1.23 -0.47 -2.46  0.31
O -2.10 0.68 0.46  -0.51
C -2.05 -0.56 0.31  0.28
O -2.07 -1.07 -0.83  -0.49
Pd -1.60 0.64 -1.30  1.34
H -0.54 -1.18 1.36  0.13

***

[2]
DFT (wB97M-V/def2-TZVPD) results for a molecular structure, C6H10O5S in a non-equilibrium geometry.

The calculation puts the energy at -1008.86306 hartree. Its HOMO energy is -9.79 eV. The HOMO-LUMO gap comes out at 10.25 eV. As for the energy above the lowest of the compared OMol25 structures with the same formula, charge and spin: 246.5 kJ/mol.

Last column: Mulliken charge in e.
CARTESIAN COORDINATES (ANGSTROEM)
C 0.62 1.62 0.37  0.13
C -0.41 0.84 -0.50  -0.56
C 1.84 0.84 0.58  -0.96
C -0.40 -0.58 -0.06  -0.42
C 1.87 -0.59 0.16  0.84
C -1.63 -1.29 -0.70  -1.29
O 4.43 0.29 -0.08  -0.58
O 0.84 -1.17 -0.47  -0.44
O 0.00 1.63 1.67  -0.52
O -0.19 0.88 -1.92  -0.61
O 2.39 -1.79 1.39  -0.57
S 3.12 0.40 -0.69  0.39
H 0.88 2.62 0.07  0.51
H -1.29 1.27 -0.27  0.77
H 2.57 0.96 1.42  0.37
H -0.45 -0.53 1.00  0.68
H -1.45 -1.27 -1.74  0.35
H -2.48 -0.71 -0.45  0.40
H -1.74 -2.28 -0.24  0.37
H 0.69 1.87 2.33  0.36
H 0.16 -0.02 -2.11  0.48
H 2.18 -2.51 0.82  0.30

***

[3]
DFT (wB97M-V/def2-TZVPD) results for a single C6H10OS molecule in a non-equilibrium geometry.

The SMILES is CO/C=C1\CCCS1. The calculation puts the energy at -707.95815 hartree. Its HOMO energy is -7.55 eV. The HOMO-LUMO gap comes out at 8.41 eV. As for the energy above the lowest of the compared OMol25 structures with the same formula, charge and spin: 241.9 kJ/mol.

Last column: Mulliken charge in e.
CARTESIAN COORDINATES (ANGSTROEM)
C 0.23 -1.83 1.99  -0.56
C 0.04 0.54 1.84  -0.41
C -0.14 0.64 0.53  0.65
C -0.07 -0.40 -0.64  -0.70
C 0.45 0.44 -1.76  -0.78
C -0.44 1.65 -1.95  -0.52
H -0.89 -2.08 1.68  0.28
H 0.51 -2.53 2.82  0.26
H 0.88 -1.96 0.95  0.21
H -0.08 1.43 2.52  0.26
H -1.08 -0.63 -0.91  0.27
H 0.32 -1.35 -0.52  0.40
H 1.50 0.69 -1.43  0.30
H 0.46 -0.14 -2.69  0.34
H -1.55 1.41 -2.12  0.28
H -0.01 2.43 -2.70  0.33
O 0.39 -0.55 2.55  -0.39
S -0.52 2.24 -0.15  -0.20

***

Which value of energy does entry 3 give?
-707.95815 hartree

***

What is the energy in the second record?
-1008.86306 hartree

***

Among the records above, which one has the lowest energy?
C6H10O5S